1.
This record from OMol25 describes a molecular structure, C11H21ClF5InO2P2 in a non-equilibrium geometry. The level of theory is the ωB97M-V functional and the def2-TZVPD basis.

As for the LUMO energy: -7.69 eV. Its net charge is +2. As for the HOMO-LUMO gap: 8.801 eV. As for the total energy: -65689.230 eV.

Each line ends with the Mulliken charge.
Positions of all 43 atoms, in Å:
C: 0.376 -0.221 -5.471  -1.087
C: 0.448 -0.020 -3.991  0.871
H: 1.396 -0.194 -5.862  0.343
H: -0.208 0.586 -5.936  0.315
H: -0.089 -1.185 -5.710  0.349
O: 1.402 0.332 -3.332  -0.486
Cl: -1.115 -0.350 -3.172  -0.211
In: -0.025 -0.038 0.759  1.004
P: -0.262 2.420 -0.022  0.573
C: 1.035 3.442 0.744  -1.250
C: -0.153 2.859 -1.782  -1.036
H: -0.191 3.952 -1.902  0.449
H: -1.718 4.310 0.302  0.446
H: -0.985 2.400 -2.329  0.341
H: -2.652 2.807 0.014  0.393
H: 2.006 3.197 0.299  0.399
H: 0.788 2.478 -2.199  0.323
C: -1.785 3.238 0.529  -1.174
H: 0.810 4.505 0.570  0.465
H: -1.913 3.107 1.611  0.342
H: 1.072 3.252 1.822  0.329
P: -0.058 -2.599 0.388  0.575
C: 1.322 -3.343 1.324  -1.257
C: -1.521 -3.456 1.056  -1.210
H: -0.589 -2.745 -1.974  0.284
H: 0.022 -4.310 -1.331  0.430
H: 1.152 -2.962 -1.663  0.369
C: 0.145 -3.218 -1.309  -0.976
H: -2.423 -3.127 0.524  0.398
H: -1.407 -4.541 0.925  0.458
H: 1.239 -4.438 1.305  0.466
H: 1.294 -2.997 2.364  0.336
H: -1.634 -3.230 2.126  0.363
H: 2.275 -3.043 0.873  0.384
C: 2.320 -0.048 1.779  0.142
O: 3.307 -0.063 2.351  -0.081
F: -0.462 -1.369 3.442  -0.274
C: -0.740 -0.087 2.970  0.163
F: -2.113 0.036 2.930  -0.245
C: -0.220 0.914 4.009  0.659
F: -0.735 0.731 5.243  -0.209
F: 1.138 0.831 4.104  -0.240
F: -0.546 2.187 3.620  -0.233

2.
This record from OMol25 describes a single C3H8N2S molecule in a non-equilibrium geometry. The level of theory is the ωB97M-V functional and the def2-TZVPD basis.

As for the LUMO energy: 0.81 eV. The calculation puts the energy relative to the best compared isomer or geometry (same formula, charge and spin) at 1.148 eV. As for the structure (SMILES): [H]/N=C(\C)NSC. As for the HOMO-LUMO gap: 9.607 eV. As for the total energy: -17055.583 eV.

Each line ends with the Mulliken charge.
Positions of all 14 atoms, in Å:
H: 1.696 -1.924 0.281  0.225
N: 0.778 -1.501 0.045  -0.657
C: 0.855 -0.278 -0.235  0.744
C: 2.063 0.668 -0.119  -0.976
N: -0.187 0.478 -0.760  -0.373
S: -1.686 -0.202 -1.147  -0.082
C: -2.494 -0.355 0.506  -0.753
H: 2.803 0.193 -0.792  0.257
H: 2.536 0.745 0.846  0.299
H: 1.775 1.681 -0.420  0.277
H: -0.168 1.484 -0.644  0.248
H: -1.981 -1.132 1.109  0.242
H: -3.576 -0.499 0.351  0.306
H: -2.414 0.642 0.978  0.242